No. 1
Density functional theory data (wB97M-V/def2-TZVPD) for 14 unconnected molecules or ions with the total composition C56H147N28O7P7.

Results
- E_tot: -181530.394 eV
- Largest force on an atom: 4.61 eV/A
- Molecular weight: 1541.80 g mol⁻¹
- E_LUMO (spin up / spin down): -1.76 / -6.57 eV
- HOMO-LUMO gap (spin up / spin down): 7.655 / 2.848 eV
- HOMO level (spin up / spin down): -9.417 / -9.417 eV

Structure (ORCA input):
```
! RIJCOSX wB97M-V def2-TZVPD def2/J DEFGRID3
* xyz 1 2
O 10.697 -4.348 -13.081
P 11.878 -3.495 -13.351
N 12.820 -3.208 -11.933
C 14.201 -2.645 -12.059
C 12.446 -3.757 -10.642
N 11.476 -1.959 -13.867
C 12.485 -1.054 -14.476
C 10.157 -1.397 -13.579
N 13.024 -4.089 -14.574
C 12.732 -4.032 -16.034
C 13.737 -5.362 -14.244
H 14.316 -1.897 -11.275
H 14.318 -2.131 -13.013
H 14.966 -3.405 -11.902
H 11.523 -4.337 -10.665
H 12.348 -2.927 -9.942
H 13.216 -4.412 -10.235
H 13.420 -1.544 -14.749
H 12.076 -0.818 -15.459
H 12.761 -0.164 -13.912
H 10.116 -1.213 -12.506
H 10.053 -0.436 -14.083
H 9.455 -2.042 -14.108
H 12.584 -3.046 -16.475
H 13.617 -4.429 -16.531
H 11.864 -4.675 -16.174
H 14.712 -5.456 -14.720
H 13.118 -6.212 -14.532
H 13.847 -5.493 -13.167
O 15.623 2.689 -13.216
P 16.620 3.016 -12.186
N 16.298 2.532 -10.617
C 15.148 1.785 -10.226
C 17.221 2.801 -9.477
N 17.031 4.682 -12.089
C 17.915 5.330 -13.097
C 15.950 5.530 -11.551
N 18.111 2.237 -12.497
C 18.186 0.967 -13.291
C 19.321 2.675 -11.837
H 14.342 2.157 -10.858
H 14.937 1.898 -9.162
H 15.395 0.745 -10.437
H 16.580 2.959 -8.609
H 17.821 3.697 -9.636
H 17.861 1.920 -9.499
H 18.729 5.815 -12.558
H 18.349 4.610 -13.790
H 17.439 6.132 -13.662
H 15.067 5.554 -12.189
H 15.659 5.169 -10.565
H 16.323 6.551 -11.472
H 19.231 0.852 -13.577
H 17.974 0.116 -12.645
H 17.515 0.973 -14.150
H 19.811 1.854 -11.313
H 19.173 3.535 -11.184
H 20.124 2.883 -12.544
O 9.675 -5.262 -22.097
P 10.287 -4.205 -21.248
N 11.999 -4.328 -21.127
C 12.727 -4.254 -22.354
C 12.635 -5.097 -20.022
N 9.695 -4.232 -19.636
C 10.150 -3.286 -18.616
C 8.345 -4.753 -19.375
N 10.080 -2.618 -21.759
C 10.928 -1.520 -21.291
C 8.678 -2.177 -22.047
H 12.741 -5.314 -22.606
H 13.740 -3.885 -22.190
H 12.178 -3.630 -23.059
H 13.383 -5.765 -20.450
H 11.784 -5.542 -19.507
H 13.165 -4.516 -19.266
H 9.979 -3.651 -17.603
H 11.223 -3.095 -18.625
H 9.672 -2.317 -18.762
H 7.536 -4.069 -19.632
H 8.312 -5.611 -20.046
H 8.151 -5.169 -18.386
H 11.966 -1.839 -21.385
H 10.770 -0.698 -21.989
H 10.783 -1.200 -20.259
H 8.071 -3.041 -22.317
H 8.674 -1.485 -22.889
H 8.231 -1.778 -21.137
O 12.613 0.405 -23.425
P 12.317 1.738 -24.010
N 13.640 2.481 -24.793
C 13.686 3.897 -25.329
C 14.845 1.682 -25.096
N 11.860 2.835 -22.827
C 12.879 3.605 -22.009
C 10.599 2.709 -22.218
N 11.131 1.847 -25.248
C 10.552 3.085 -25.734
C 10.978 0.713 -26.239
H 13.208 3.959 -26.307
H 14.724 4.207 -25.451
H 13.122 4.473 -24.596
H 15.146 1.048 -24.262
H 15.746 2.244 -25.344
H 14.629 1.044 -25.953
H 12.561 4.620 -21.770
H 13.354 3.047 -21.203
H 13.771 3.689 -22.630
H 10.644 1.790 -21.634
H 10.297 3.595 -21.660
H 9.858 2.424 -22.964
H 10.890 3.207 -26.763
H 9.466 2.992 -25.716
H 10.793 3.958 -25.128
H 9.947 0.603 -26.577
H 11.320 -0.205 -25.760
H 11.572 0.822 -27.146
O 7.769 4.135 -19.522
P 8.272 3.513 -18.276
N 9.509 4.347 -17.525
C 10.105 3.893 -16.276
C 10.380 5.261 -18.237
N 8.856 1.922 -18.614
C 9.420 1.097 -17.533
C 8.285 1.210 -19.747
N 7.091 3.344 -17.027
C 6.671 4.511 -16.176
C 6.023 2.381 -17.210
H 10.280 4.742 -15.616
H 11.041 3.379 -16.494
H 9.454 3.206 -15.734
H 11.218 5.626 -17.643
H 9.827 6.128 -18.600
H 10.764 4.720 -19.102
H 10.490 1.230 -17.373
H 9.037 1.538 -16.613
H 9.125 0.059 -17.688
H 7.391 0.631 -19.514
H 8.053 1.785 -20.643
H 9.020 0.525 -20.169
H 6.176 5.266 -16.787
H 5.987 4.122 -15.422
H 7.551 4.951 -15.708
H 6.482 1.446 -17.528
H 5.390 2.743 -18.020
H 5.428 2.128 -16.333
O 16.779 2.529 -18.914
P 15.720 1.545 -18.933
N 14.149 2.186 -18.886
C 13.976 3.576 -18.421
C 12.900 1.386 -19.038
N 15.744 0.528 -17.550
C 15.312 1.068 -16.287
C 16.776 -0.500 -17.340
N 15.760 0.506 -20.383
C 15.014 -0.781 -20.472
C 16.055 1.120 -21.717
H 14.952 4.015 -18.216
H 13.229 3.572 -17.627
H 13.403 4.188 -19.119
H 12.045 2.051 -18.914
H 12.834 0.597 -18.288
H 12.854 1.011 -20.060
H 15.218 0.204 -15.630
H 16.077 1.724 -15.874
H 14.441 1.722 -16.305
H 17.553 -0.169 -16.650
H 16.239 -1.416 -17.095
H 17.253 -0.696 -18.300
H 13.966 -0.511 -20.603
H 15.404 -1.362 -21.307
H 15.091 -1.264 -19.497
H 16.227 0.393 -22.510
H 16.850 1.863 -21.654
H 15.159 1.616 -22.090
O 13.935 6.788 -22.432
P 15.334 7.254 -22.464
N 15.671 8.197 -23.902
C 17.045 8.453 -24.285
C 14.598 8.505 -24.895
N 16.504 6.047 -22.289
C 16.550 5.323 -20.983
C 16.816 5.100 -23.401
N 15.757 8.380 -21.279
C 14.918 8.602 -20.068
C 17.027 9.023 -21.098
H 17.746 8.179 -23.497
H 17.183 9.529 -24.392
H 17.169 7.894 -25.212
H 13.625 8.467 -24.406
H 14.583 7.746 -25.677
H 14.606 9.554 -25.191
H 15.712 4.632 -20.887
H 17.445 4.724 -20.815
H 16.582 6.000 -20.130
H 16.006 4.378 -23.499
H 16.745 5.607 -24.363
H 17.787 4.623 -23.263
H 15.542 8.284 -19.232
H 14.708 9.665 -19.953
H 14.030 7.974 -20.137
H 17.132 9.722 -20.269
H 17.265 9.690 -21.926
H 17.826 8.294 -20.959
C 14.983 5.460 -15.839
C 14.113 6.201 -16.780
N 13.429 6.809 -17.486
H 15.025 5.867 -14.829
H 15.971 5.385 -16.293
H 14.638 4.436 -15.692
C 17.997 -3.675 -19.363
C 16.611 -3.762 -19.016
N 15.472 -3.834 -18.754
H 18.147 -4.316 -20.231
H 18.603 -3.936 -18.495
H 18.195 -2.665 -19.721
C 14.404 -1.923 -25.134
C 14.596 -1.428 -26.470
N 14.756 -0.967 -27.510
H 15.247 -2.599 -24.989
H 13.444 -2.411 -24.968
H 14.460 -1.138 -24.380
C 17.833 -3.612 -24.491
C 17.110 -3.753 -23.192
N 16.549 -3.823 -22.162
H 17.266 -3.964 -25.353
H 18.771 -4.164 -24.550
H 18.147 -2.569 -24.452
C 18.090 -4.309 -13.687
C 18.501 -3.029 -14.362
N 18.869 -2.075 -14.866
H 18.534 -5.188 -14.154
H 17.034 -4.554 -13.803
H 18.421 -4.291 -12.649
C 18.878 3.304 -16.960
C 19.812 3.166 -15.844
N 20.579 3.050 -14.988
H 19.003 2.360 -17.490
H 19.142 4.169 -17.568
H 17.869 3.425 -16.565
C 19.813 0.285 -20.905
C 19.251 0.220 -22.333
N 18.807 0.186 -23.437
H 19.420 -0.559 -20.338
H 19.467 1.201 -20.425
H 20.894 0.148 -20.910
*
```


No. 2
Density functional theory data (wB97M-V/def2-TZVPD) for a molecular structure, CH8NOSi.

Results
- E_tot: -12573.735 eV
- Largest force on an atom: 6.23 eV/A
- Molecular weight: 78.17 g mol⁻¹
- E_LUMO: -3.69 eV
- HOMO-LUMO gap: 12.189 eV
- HOMO level: -15.874 eV
- Relative energy (zero: lowest compared OMol25 entry of this formula, charge and spin): 15.9 kcal/mol

Structure (ORCA input):
```
! RIJCOSX wB97M-V def2-TZVPD def2/J DEFGRID3
* xyz 1 1
C 0.456 -0.175 -0.971
N 1.673 0.389 0.491
O -0.572 -0.791 -0.566
Si -1.993 -0.246 0.288
H 1.307 -0.734 -1.470
H 0.487 0.812 -1.177
H 1.132 0.923 1.253
H 2.479 0.843 0.186
H 1.747 -0.625 0.870
H -1.983 -1.477 1.069
H -1.555 1.109 0.628
H -3.178 -0.029 -0.601
*
```


No. 3
Density functional theory data (wB97M-V/def2-TZVPD) for C23H27N3O4S2 in the gas phase.

Results
- E_tot: -58618.946 eV
- Largest force on an atom: 1.14 eV/A
- Molecular weight: 473.62 g mol⁻¹
- E_LUMO: 0.09 eV
- Structure (SMILES): COCCCn1c(-c2ccc(S(=O)(=O)N3CCOCC3)cc2)cs/c1=N\c1ccccc1
- HOMO-LUMO gap: 7.535 eV
- HOMO level: -7.441 eV
- Relative energy (zero: lowest compared OMol25 entry of this formula, charge and spin): 70.0 kcal/mol

Structure (ORCA input):
```
! RIJCOSX wB97M-V def2-TZVPD def2/J DEFGRID3
* xyz 0 1
C -0.416 -1.019 2.914
H 0.663 -0.857 2.795
O -1.091 -0.885 1.692
C -0.656 -1.803 0.715
C -1.581 -1.736 -0.496
H -2.612 -1.839 -0.160
H -1.344 -2.566 -1.163
C -1.453 -0.429 -1.283
N -1.918 0.716 -0.534
C -3.253 0.812 -0.266
N -4.096 0.027 -0.783
C -5.468 0.078 -0.657
C -6.196 1.269 -0.639
C -7.575 1.238 -0.569
C -8.249 0.030 -0.516
C -7.533 -1.156 -0.547
C -6.156 -1.137 -0.625
H -5.589 -2.055 -0.652
H -8.054 -2.102 -0.513
H -9.328 0.012 -0.457
H -8.128 2.166 -0.558
H -5.678 2.215 -0.700
S -3.521 2.134 0.921
C -1.810 2.387 1.019
C -1.117 1.579 0.192
C 0.335 1.649 0.035
C 1.137 1.712 1.176
C 2.512 1.793 1.063
C 3.088 1.818 -0.193
C 2.312 1.789 -1.336
C 0.935 1.714 -1.224
H 0.323 1.742 -2.114
H 2.799 1.852 -2.297
S 4.873 1.812 -0.338
O 5.240 2.305 -1.631
O 5.441 2.404 0.834
N 5.278 0.191 -0.306
C 5.071 -0.493 0.948
H 5.455 0.150 1.740
C 5.831 -1.822 0.897
H 5.629 -2.419 1.788
O 5.411 -2.597 -0.202
C 5.629 -1.918 -1.417
H 5.281 -2.584 -2.207
C 4.864 -0.592 -1.445
H 5.102 -0.018 -2.340
H 3.781 -0.795 -1.412
H 6.701 -1.716 -1.546
H 6.908 -1.617 0.823
H 4.000 -0.693 1.118
H 3.150 1.855 1.930
H 0.669 1.686 2.148
H -1.423 3.166 1.642
H -2.069 -0.503 -2.184
H -0.411 -0.270 -1.562
H -0.674 -2.823 1.131
H 0.384 -1.576 0.423
H -0.574 -2.015 3.347
H -0.829 -0.266 3.582
*
```


No. 4
Density functional theory data (wB97M-V/def2-TZVPD) for C4H12N2 in the gas phase.

Results
- E_tot: -7322.242 eV
- Largest force on an atom: 1.41 eV/A
- Molecular weight: 88.15 g mol⁻¹
- E_LUMO: 1.08 eV
- Structure (SMILES): CNC[C@@H](C)N
- HOMO-LUMO gap: 10.138 eV
- HOMO level: -9.058 eV
- Relative energy (zero: lowest compared OMol25 entry of this formula, charge and spin): 18.1 kcal/mol

Structure (ORCA input):
```
! RIJCOSX wB97M-V def2-TZVPD def2/J DEFGRID3
* xyz 0 1
N -1.524 0.489 -1.127
C -0.235 0.881 -0.531
C 0.457 1.830 -1.496
C 0.557 -0.257 0.073
N -0.154 -0.829 1.236
C 0.649 -1.855 1.913
H -1.909 -0.339 -0.686
H -1.383 0.227 -2.098
H -0.455 1.534 0.323
H 1.331 2.317 -1.060
H -0.268 2.610 -1.698
H 0.800 1.421 -2.445
H 1.521 0.103 0.436
H 0.814 -1.067 -0.631
H -0.922 -1.326 0.798
H 0.506 -2.862 1.477
H 1.705 -1.650 1.831
H 0.273 -1.974 2.936
*
```


No. 5
Density functional theory data (wB97M-V/def2-TZVPD) for a molecular structure, C34H34N2O5P2PdS.

Results
- E_tot: -81903.955 eV
- Largest force on an atom: 0.82 eV/A
- Molecular weight: 751.09 g mol⁻¹
- E_LUMO (spin up / spin down): -4.85 / -8.62 eV
- HOMO-LUMO gap (spin up / spin down): 8.527 / 5.582 eV
- HOMO level (spin up / spin down): -13.380 / -14.206 eV
- Relative energy (zero: lowest compared OMol25 entry of this formula, charge and spin): 0.0 kcal/mol

Structure (ORCA input):
```
! RIJCOSX wB97M-V def2-TZVPD def2/J DEFGRID3
* xyz 2 5
Pd 0.028 0.986 -1.855
C 0.841 0.039 1.571
N -0.329 -0.839 1.607
C -1.543 -0.526 0.822
P -1.674 1.063 -0.126
C -3.387 0.929 -0.661
C -3.698 0.684 -1.995
C -5.027 0.598 -2.387
C -6.039 0.756 -1.454
C -5.734 1.008 -0.121
C -4.412 1.100 0.275
C -1.599 2.386 1.079
C -1.506 3.691 0.594
C -1.477 4.751 1.484
C -1.533 4.516 2.852
C -1.625 3.220 3.338
C -1.657 2.153 2.452
C -0.317 -1.983 2.335
C -1.260 -3.019 2.048
C -1.251 -4.180 2.772
C -0.341 -4.352 3.822
C 0.570 -3.341 4.142
C 0.598 -2.179 3.419
P 1.750 -0.011 -0.047
C 3.438 0.401 0.328
C 4.452 -0.136 -0.466
C 5.770 0.210 -0.222
C 6.074 1.096 0.803
C 5.064 1.649 1.581
C 3.743 1.318 1.338
C 1.692 -1.798 -0.387
C 0.724 -2.302 -1.255
C 0.575 -3.670 -1.431
C 1.397 -4.547 -0.738
C 2.368 -4.057 0.126
C 2.521 -2.689 0.301
H 1.575 -0.332 2.276
H 0.571 1.064 1.823
H -2.398 -0.608 1.496
H -1.671 -1.282 0.042
H -2.913 0.569 -2.729
H -5.272 0.421 -3.426
H -7.074 0.698 -1.766
H -6.526 1.147 0.601
H -4.179 1.334 1.308
H -1.435 3.879 -0.470
H -1.402 5.763 1.109
H -1.505 5.349 3.542
H -1.680 3.041 4.403
H -1.751 1.147 2.849
H -1.950 -2.916 1.226
H -1.945 -4.972 2.528
H -0.351 -5.269 4.396
H 1.242 -3.468 4.980
H 1.265 -1.390 3.726
H 4.219 -0.813 -1.278
H 6.558 -0.201 -0.838
H 7.104 1.370 0.987
H 5.304 2.354 2.364
H 2.964 1.795 1.919
H 0.080 -1.636 -1.825
H -0.170 -4.050 -2.117
H 1.293 -5.615 -0.880
H 3.016 -4.740 0.659
H 3.285 -2.319 0.974
C 0.687 0.998 -5.128
C -0.449 0.117 -4.720
N -1.072 -0.573 -5.663
O -0.861 0.025 -3.532
H 1.308 0.507 -5.877
H 1.301 1.283 -4.276
H 0.276 1.908 -5.569
H -0.787 -0.514 -6.627
H -1.875 -1.135 -5.429
O 1.252 2.143 -0.125
S 1.699 2.906 -1.437
O 2.386 4.099 -1.120
O 2.359 1.878 -2.250
O 0.322 3.115 -2.070
*
```


Please write out number 2 again, unchanged.
Density functional theory data (wB97M-V/def2-TZVPD) for a molecular structure, CH8NOSi.

Results
- E_tot: -12573.735 eV
- Largest force on an atom: 6.23 eV/A
- Molecular weight: 78.17 g mol⁻¹
- E_LUMO: -3.69 eV
- HOMO-LUMO gap: 12.189 eV
- HOMO level: -15.874 eV
- Relative energy (zero: lowest compared OMol25 entry of this formula, charge and spin): 15.9 kcal/mol

Structure (ORCA input):
```
! RIJCOSX wB97M-V def2-TZVPD def2/J DEFGRID3
* xyz 1 1
C 0.456 -0.175 -0.971
N 1.673 0.389 0.491
O -0.572 -0.791 -0.566
Si -1.993 -0.246 0.288
H 1.307 -0.734 -1.470
H 0.487 0.812 -1.177
H 1.132 0.923 1.253
H 2.479 0.843 0.186
H 1.747 -0.625 0.870
H -1.983 -1.477 1.069
H -1.555 1.109 0.628
H -3.178 -0.029 -0.601
*
```